C16H33BrFN8O12 | wB97M-V/def2-TZVPD

Summary:
Energy relative to the best compared isomer or geometry (same formula, charge and spin) ... 218.8 kcal per mole
Orbital gap ... 7.223 eV
Total charge ... +1
E_tot ... -126345.0187 eV

XYZ file:
```
71
Properties=species:S:1:pos:R:3:forces:R:3:lowdin_charge:R:1
C 1.852 -4.823 -0.001 0.17 -0.10 0.46 -0.1347
C 2.239 -4.935 -1.599 -0.53 1.05 0.80 -0.2575
C 3.541 -3.945 -1.893 -2.11 0.38 -0.75 -0.6509
Br 5.232 -4.810 -1.264 -1.21 0.89 -0.31 0.6767
C 3.204 -2.503 -1.160 0.45 3.38 2.13 -0.0746
C 4.201 -1.858 0.018 -4.95 2.21 -2.11 0.0915
C 3.640 -0.406 0.632 -0.76 -2.31 -2.42 0.0352
N 2.399 0.290 0.189 3.56 -4.06 -0.03 0.0952
N 1.657 -0.306 -0.783 -0.12 -3.12 -2.17 -0.1427
C 0.404 0.491 -1.220 -1.06 1.64 0.43 -0.0768
C -0.941 -0.438 -1.348 -1.23 -0.02 0.53 -0.2501
C -1.503 -1.017 0.104 -0.80 1.21 -1.13 -0.0510
F -2.032 0.484 -1.843 2.71 -1.85 1.00 -0.1064
C 1.850 -1.595 -1.539 4.50 -0.12 3.09 0.1297
H 1.283 -5.777 0.393 1.31 1.91 -0.89 0.1001
H 2.851 -4.658 0.622 -2.18 -0.57 -1.22 0.0776
H 1.149 -3.904 0.240 1.45 -1.83 -0.70 0.0713
H 1.326 -4.463 -2.194 1.95 -1.22 0.94 0.1127
H 2.434 -6.040 -1.934 -0.24 2.34 0.58 0.1256
H 3.634 -3.820 -3.069 0.00 0.02 2.63 0.1236
H 5.199 -2.359 0.373 -2.23 1.06 -0.79 0.0947
H 4.325 0.101 1.449 -1.93 -0.77 -1.91 0.1081
H 0.172 1.297 -0.372 0.73 -1.95 -1.74 0.1630
H 0.656 1.125 -2.187 -0.52 -1.68 1.82 0.1569
H -0.879 -1.298 -2.141 -0.04 1.85 1.39 0.1366
H -0.732 -1.689 0.673 -1.51 1.34 -1.11 0.0912
H -1.832 -0.048 0.717 1.05 -2.26 -1.14 0.1042
H -2.526 -1.583 -0.135 2.61 1.00 0.53 0.0802
H 1.164 -2.020 -2.386 1.12 1.52 1.96 0.1449
C -5.960 -0.252 0.987 -0.01 0.16 0.17 0.0364
N -4.743 -1.107 1.045 0.50 0.02 0.36 -0.3967
O -3.874 -0.798 1.869 -1.08 -0.86 -1.19 0.0414
O -4.695 -2.063 0.263 0.24 1.06 0.97 0.0192
H -5.867 0.546 1.726 0.05 -0.27 -0.20 0.1096
H -6.024 0.161 -0.022 -0.01 -0.18 0.16 0.0991
H -6.819 -0.888 1.211 0.26 0.11 -0.15 0.0893
C -3.953 -4.412 2.285 -0.14 0.19 0.13 0.0339
N -2.736 -5.267 2.343 0.79 -0.59 0.13 -0.4253
O -1.867 -4.958 3.167 -0.97 -0.60 -1.25 0.0447
O -2.688 -6.223 1.561 0.15 1.36 1.15 0.0457
H -3.860 -3.614 3.024 0.11 -0.24 -0.17 0.0946
H -4.017 -3.999 1.276 -0.04 -0.21 0.20 0.0748
H -4.813 -5.048 2.509 0.17 0.05 -0.17 0.1068
C 4.217 2.315 -1.960 0.21 0.00 0.31 0.0353
N 3.908 3.442 -2.880 -0.23 0.96 -0.75 -0.4139
O 4.131 4.587 -2.469 -0.40 -1.59 -0.75 0.0554
O 3.450 3.146 -3.990 0.62 0.53 1.64 0.0576
H 4.611 2.720 -1.025 -0.16 -0.03 -0.22 0.0810
H 3.287 1.770 -1.782 0.21 0.11 -0.15 0.0632
H 4.960 1.683 -2.450 -0.22 0.06 -0.01 0.1068
C -9.848 0.342 -1.101 -0.13 0.12 -0.33 0.0486
N -8.871 0.688 -0.033 0.49 0.40 0.54 -0.4101
O -8.114 1.643 -0.246 -0.88 -1.43 0.58 0.0563
O -8.892 -0.008 0.988 0.11 1.09 -1.33 0.0382
H -9.718 1.034 -1.936 0.06 -0.12 0.30 0.0999
H -9.644 -0.684 -1.414 -0.11 0.14 0.19 0.1051
H -10.849 0.436 -0.675 0.21 -0.15 -0.01 0.1066
C 3.187 7.244 -0.632 0.13 0.07 -0.29 0.0303
N 2.194 7.830 0.308 -0.75 0.69 0.57 -0.4273
O 1.769 8.962 0.049 0.49 -1.71 0.59 0.0596
O 1.870 7.137 1.279 0.35 1.03 -1.28 0.0395
H 3.378 7.960 -1.435 -0.13 -0.13 0.27 0.0999
H 4.100 7.047 -0.067 -0.24 -0.10 -0.07 0.1012
H 2.759 6.322 -1.031 0.16 0.13 0.19 0.0838
C 5.371 3.420 3.582 0.27 -0.10 0.27 0.0521
N 4.873 3.048 2.230 -0.76 0.43 -0.67 -0.4088
O 5.380 2.056 1.693 -0.72 0.94 0.23 0.0047
O 3.988 3.763 1.746 1.55 -1.45 0.53 0.0690
H 6.144 2.709 3.882 -0.22 0.14 -0.20 0.0997
H 5.781 4.430 3.515 -0.23 -0.14 0.02 0.1096
H 4.523 3.380 4.268 0.10 0.16 -0.19 0.1085
```
Positions in Å, forces in eV/Å.